<a>
Entry from the OMol25 dataset: C5H10S in the gas phase (the ωB97M-V functional and the def2-TZVPD basis).

Element x y z (Å)
C1 -2.5126 -0.9041 -0.1843
C2 -1.6479 0.1311 0.5055
C3 -0.3306 0.3844 -0.2180
C4 0.0016 1.8501 -0.1241
C5 0.6519 -0.7239 -0.0873
H1 -2.7382 -0.5879 -1.1813
H2 -2.0909 -1.9338 -0.2643
H3 -3.3972 -1.0184 0.4504
H4 -2.2299 1.1125 0.5092
H5 -1.5686 -0.1856 1.5586
H6 -0.6179 0.2615 -1.3000
H7 -0.7393 2.4616 -0.6219
H8 1.0227 2.0795 -0.4583
H9 0.0473 2.2100 0.9464
H10 0.2171 -1.7405 -0.1998
S1 2.1951 -0.4428 0.0757

The frontier orbital gap is 8.66 eV. As for the highest occupied orbital energy: -8.56 eV. Its net charge is 0. Its SMILES is CC[C@@H](C)C=S.

***

<b>
Entry from the OMol25 dataset: C5H10S in the gas phase (the ωB97M-V functional and the def2-TZVPD basis).

Element x y z (Å)
C1 1.7770 0.3532 -0.5199
C2 0.1585 0.2785 -0.8409
C3 -0.2030 0.0719 -2.1204
C4 -0.7556 0.4797 0.3817
C5 -0.2114 -0.5007 1.4498
H1 2.1479 1.3454 0.0183
H2 2.1619 -0.5984 0.0113
H3 2.0147 0.2835 -1.6249
H4 -1.2794 0.2490 -2.3842
H5 0.6123 -0.3721 -2.8903
H6 -1.1037 1.5371 0.6921
H7 -1.7796 -0.0976 0.0106
H8 -0.0981 -1.5685 1.0135
H9 0.6606 -0.0290 2.1798
H10 -2.5820 -0.9173 1.9398
S1 -1.5201 -0.5147 2.6836

The frontier orbital gap is 9.83 eV. As for the highest occupied orbital energy: -8.93 eV. Its net charge is 0. Its SMILES is C=C(C)CCS.

***

<c>
Entry from the OMol25 dataset: C5H10S in the gas phase (the ωB97M-V functional and the def2-TZVPD basis).

Element x y z (Å)
C1 2.2008 1.1343 0.3380
C2 0.1495 -0.9453 0.6455
C3 -1.1918 -1.0047 -0.0753
C4 -1.7460 0.3633 -0.4668
C5 -2.8031 0.9231 0.1546
H1 2.3501 1.0509 1.3923
H2 1.5269 1.9408 0.1032
H3 3.1657 1.3717 -0.0503
H4 0.3747 -1.9625 0.8147
H5 0.1458 -0.4776 1.6947
H6 -1.0810 -1.7151 -0.9371
H7 -1.8956 -1.4051 0.6608
H8 -1.2538 0.8977 -1.2857
H9 -3.1854 1.8750 -0.0418
H10 -3.3081 0.3994 0.9405
S1 1.4691 -0.3000 -0.4292

The frontier orbital gap is 9.41 eV. As for the highest occupied orbital energy: -8.37 eV. Its net charge is 0. Its SMILES is C=CCCSC.

***

<d>
Entry from the OMol25 dataset: C5H10S in the gas phase (the ωB97M-V functional and the def2-TZVPD basis).

Element x y z (Å)
C1 -0.0071 0.8832 -2.6540
C2 0.5442 0.1012 -0.1478
C3 0.0239 -1.2857 0.1690
C4 0.3431 -0.3048 1.2623
C5 -0.6594 0.1670 2.3223
H1 -0.3282 1.6229 -3.4501
H2 1.0923 0.9061 -2.7588
H3 -0.3445 -0.0999 -2.9755
H4 1.5747 0.1192 -0.5283
H5 -0.9756 -1.5182 -0.0329
H6 0.5931 -2.1753 0.1386
H7 1.3124 -0.4986 1.8329
H8 -0.2885 1.0654 2.7647
H9 -0.6280 -0.5513 3.1407
H10 -1.7034 0.2431 1.9564
S1 -0.5491 1.3257 -1.0395

The frontier orbital gap is 9.50 eV. As for the highest occupied orbital energy: -8.46 eV. Its net charge is 0. Its SMILES is CS[C@@H]1C[C@@H]1C.

***

Stability verdict: <a>, ahead by 4.1 kcal/mol

***

<a>
Entry from the OMol25 dataset: C5H10S in the gas phase (the ωB97M-V functional and the def2-TZVPD basis).

Element x y z (Å)
C1 -1.0803 1.8906 0.3599
C2 0.0148 0.8296 0.5442
C3 0.2864 -0.2017 -0.5225
C4 1.7761 -0.2464 -0.7103
C5 -0.6318 -0.6881 -1.6301
H1 -0.5123 2.5626 -0.2521
H2 -1.9228 1.4468 -0.1482
H3 -1.4632 2.2566 1.3049
H4 0.9157 1.2907 0.8764
H5 2.2020 -1.2267 -0.6771
H6 2.1618 0.3717 -1.6116
H7 2.3149 0.1401 0.1584
H8 -0.4789 0.0018 -2.4002
H9 -1.7513 -0.7649 -1.4746
H10 -0.4468 -1.6457 -2.1094
S1 -0.2007 -0.8710 1.1304

The frontier orbital gap is 9.43 eV. As for the highest occupied orbital energy: -8.53 eV. Its net charge is 0. Its SMILES is C[C@H]1SC1(C)C.

***

<b>
Entry from the OMol25 dataset: 2 unconnected molecules or ions with the total composition C5H10S (the ωB97M-V functional and the def2-TZVPD basis).

Element x y z (Å)
C1 -0.8563 -0.5746 2.0080
C2 -0.8554 -0.6105 -1.8946
C3 1.0071 -1.4263 -0.0316
C4 -1.2129 -0.3104 0.7741
C5 1.1525 2.2799 -0.2991
S1 0.0550 -0.1426 -0.5932
H1 -1.6943 -0.8130 2.6600
H2 0.1803 -0.6672 2.2395
H3 -1.8930 -0.7576 -1.6857
H4 -0.2487 -0.8736 -2.7048
H5 1.1674 -2.0658 -0.8734
H6 1.7974 -1.1421 0.6269
H7 -2.0822 -0.0312 0.2505
H8 2.1871 2.1451 -0.4761
H9 0.3377 2.8064 -0.7167
H10 0.9584 2.1834 0.7161

The frontier orbital gap (alpha / beta) is 7.72 / 6.42 eV. As for the highest occupied orbital energy (alpha / beta): -7.36 / -7.03 eV. Its net charge is 0.

***

Stability verdict: <a>, ahead by 171.8 kcal/mol